This record from the OMol25 dataset describes C8H20KN6O3 as an isolated structure in a non-equilibrium geometry. The level of theory is ωB97M-V/def2-TZVPD.

Each line ends with the Mulliken charge.
Cartesian coordinates (Å):
K1 -0.63390 1.39901 -0.75153  0.95
N1 -0.94100 -1.41312 -3.85440  -0.72
C1 -0.10912 -0.25098 -3.46811  0.98
O1 -0.81383 0.75278 -2.98478  -1.07
C2 1.09879 -0.04624 -4.31374  -0.74
C3 1.29527 -0.59970 -2.89243  -0.86
H1 -1.74258 -1.36206 -3.23363  0.29
H2 -0.46109 -2.28619 -3.65776  0.25
H3 1.40312 0.97892 -4.48054  0.26
H4 1.27280 -0.73335 -5.13458  0.28
H5 1.73699 0.07177 -2.16374  0.16
H6 1.60962 -1.63483 -2.79343  0.23
N2 2.73158 1.38416 1.08177  -0.38
N3 2.32246 1.80431 2.36127  -0.29
C4 1.06754 2.45785 2.42517  0.28
N4 0.78505 2.88575 3.71575  -0.60
N5 0.40662 2.64648 1.34172  -0.35
N6 -0.89221 3.15388 1.43101  0.87
O2 -1.54713 3.11324 2.53159  -0.87
O3 -1.44304 3.42912 0.30593  -0.86
H7 3.30196 0.55659 1.17650  0.22
H8 3.22943 2.10365 0.56968  0.21
H9 3.01147 2.34368 2.87668  0.22
H10 1.04251 2.17411 4.38703  0.22
H11 -0.21658 3.11241 3.73723  0.35
C5 -2.44371 -1.12430 0.99669  -1.38
C6 -1.24178 -1.91426 0.49660  1.80
C7 -1.33879 -3.37454 0.98366  -1.53
C8 0.05259 -1.32381 0.93319  -1.42
H12 -3.37460 -1.61553 0.70381  0.40
H13 -2.48357 -0.11411 0.58753  0.24
H14 -2.43813 -1.02869 2.08492  0.34
H15 -1.25855 -1.93443 -0.59918  -0.25
H16 -1.33286 -3.41433 2.07520  0.35
H17 -0.50408 -3.97334 0.61860  0.38
H18 -2.26641 -3.83854 0.63640  0.40
H19 0.94642 -1.48128 0.34570  0.33
H20 0.16875 -0.90413 1.92419  0.30

Cartesian forces, eV/Å:
0.3 -0.3 0.1
0.1 0.0 0.0
-0.2 0.0 0.2
0.0 -0.2 -0.7
0.2 -0.1 0.0
-0.1 0.0 -0.1
0.0 0.0 0.0
0.0 0.0 0.0
0.0 0.0 0.0
0.0 0.0 0.0
0.0 0.0 0.0
0.0 0.0 0.0
0.0 -0.1 0.0
-0.1 0.1 0.0
0.3 -0.1 0.1
0.0 -0.1 -0.2
-0.8 0.4 0.2
1.0 0.2 -0.1
-0.3 -0.1 0.5
-0.3 0.4 0.2
0.0 0.1 0.0
-0.1 0.0 0.0
0.0 0.0 -0.1
0.0 0.0 0.1
0.0 0.0 0.0
-0.2 0.1 0.0
0.1 -0.1 0.0
-0.1 0.0 0.0
0.1 0.0 0.0
0.0 0.0 0.0
0.0 0.0 0.0
0.1 0.0 0.0
0.0 0.0 0.0
0.0 0.0 0.0
0.0 0.0 0.0
0.0 0.0 0.0
0.0 0.1 0.0
-0.1 0.1 0.0

Properties
2S+1: 1
Highest occupied orbital energy (alpha / beta) (eV): -3.6 / -2.3
Relative energy (zero: lowest compared OMol25 entry of this formula, charge and spin) (kcal/mol): 40.7
E (eV): -40023.441
Charge: -1